No. 1
8
Properties=species:S:1:pos:R:3 method="wB97M-V/def2-TZVPD" e_above_lowest_kcal_mol=3.7 e_lumo_ev=0.79 smiles="NC(N)=O" homo_ha=-0.36251 charge=0 total_energy_ha=-225.28608
N 0.5245 1.1016 0.4573
C -0.1271 -0.0448 0.0787
N 0.2963 -0.6136 -1.1128
O -1.0028 -0.5495 0.7575
H 0.3430 1.3947 1.4001
H 1.3272 1.3916 -0.0787
H 1.2617 -0.5333 -1.3557
H -0.3589 -1.3033 -1.4253


No. 2
79
Properties=species:S:1:pos:R:3 method="wB97M-V/def2-TZVPD" e_above_lowest_kcal_mol=45.9 e_lumo_ev=-1.64 smiles="CS(=O)(=O)N1C(=O)c2c(ON=O)ccc(P(O)(O)=S)c2C1=O.CC(C)=O.CC(C)=O.CC(C)=O.CC(C)=O.CC(C)=O" homo_ha=-0.31362 charge=0 total_energy_ha=-3161.94226
C 5.9842 1.3086 0.9242
S 5.5466 1.1964 -0.8504
O 6.8122 1.1389 -1.5841
O 4.8651 -0.0746 -1.0786
N 4.6416 2.5738 -1.3919
C 5.4077 3.7360 -0.9456
O 6.5456 4.0311 -1.1649
C 4.5136 4.6577 -0.0776
C 4.8069 5.9028 0.6034
O 6.1009 6.4253 0.5415
N 6.0333 7.8156 0.4779
O 7.1220 8.2378 0.5638
C 3.7060 6.5344 1.3546
C 2.3520 5.9588 1.3839
C 2.0751 4.6971 0.6632
P 0.3459 4.0325 0.7170
O 0.0495 3.2923 2.1829
O -0.0819 3.0947 -0.5687
S -0.8330 5.5985 0.6713
C 3.1716 4.0223 -0.0564
C 3.2644 2.6887 -0.8624
O 2.5122 1.7859 -1.0853
H 7.0778 1.1022 1.0379
H 5.4292 0.5190 1.4976
H 5.7563 2.3026 1.3866
H 3.8799 7.4766 1.9178
H 1.5192 6.4403 1.9527
H -0.6650 2.6265 2.0061
H 0.3493 3.5125 -1.3432
C -1.1360 -0.6576 -1.7870
C -0.9114 0.2617 -2.9601
C 0.3591 0.0907 -3.7416
O -1.7258 1.1113 -3.2620
H -2.0892 -0.4165 -1.3155
H -1.1660 -1.6955 -2.1266
H -0.3390 -0.5242 -1.0530
H 0.4011 -0.9130 -4.1693
H 1.2182 0.2596 -3.0887
H 0.3884 0.8181 -4.5537
C -0.5651 -0.3831 4.3889
C -1.3154 -0.1449 3.1103
C -2.4720 -1.0593 2.8087
O -1.0030 0.7488 2.3469
H 0.2410 0.3466 4.4774
H -1.2369 -0.2681 5.2420
H -0.1324 -1.3847 4.3801
H -3.2274 -0.9735 3.5918
H -2.1201 -2.0901 2.7364
H -2.9208 -0.7738 1.8564
C 1.9057 -5.2103 3.8261
C 0.7205 -4.3882 3.3923
C -0.0556 -4.8715 2.1949
O 0.4040 -3.3765 3.9846
H 2.3683 -4.7460 4.6973
H 1.5813 -6.2169 4.0962
H 2.6413 -5.2558 3.0210
H -0.4662 -5.8632 2.3933
H 0.5936 -4.9022 1.3181
H -0.8791 -4.1855 1.9959
C -4.3534 0.3200 -3.1478
C -5.3205 -0.8225 -3.0016
C -5.8287 -1.4674 -4.2665
O -5.6782 -1.2119 -1.9072
H -4.0724 0.6840 -2.1611
H -3.4593 -0.0181 -3.6627
H -4.8211 1.1361 -3.7020
H -4.9937 -1.8844 -4.8329
H -6.3624 -0.7316 -4.8705
H -6.5160 -2.2749 -4.0104
C -4.8017 -6.1925 -1.4758
C -3.9826 -4.9687 -1.1513
C -4.7224 -3.7510 -0.6659
O -2.7750 -4.9672 -1.2774
H -4.1403 -6.9913 -1.8128
H -5.3341 -6.5307 -0.5849
H -5.5110 -5.9646 -2.2736
H -5.2509 -3.9823 0.2615
H -5.4269 -3.4153 -1.4263
H -4.0103 -2.9490 -0.4721


No. 3
86
Properties=species:S:1:pos:R:3 method="wB97M-V/def2-TZVPD" e_above_lowest_kcal_mol=183.9 e_lumo_ev=0.20 smiles="NC(N)=O.CC(C)O.CC(C)O.CC(C)O.CC(C)O.CC(C)O.CC(C)O.CO" homo_ha=-0.33072 charge=0 total_energy_ha=-1506.65352
N -1.1285 0.4899 -1.8898
C -1.8875 -0.1161 -2.7408
N -2.4005 0.6719 -3.6548
O -1.9175 -1.5411 -2.7728
H -0.5975 -0.0921 -1.1728
H -0.7305 1.4359 -1.9908
H -2.8865 0.1509 -4.3908
H -2.3085 1.6899 -3.8638
C 2.8325 0.4539 1.2892
C 4.3335 0.2579 1.2732
C 4.7035 -0.7261 0.2112
O 5.0295 1.2639 1.2562
H 2.5645 1.2019 2.0562
H 2.4185 -0.5051 1.6312
H 2.4225 0.7199 0.3442
H 4.4665 -0.2631 2.1782
H 4.2775 -0.4831 -0.7728
H 4.2205 -1.6821 0.4522
H 5.7325 -0.9861 0.0772
H 5.9375 0.9759 1.0452
C 4.1965 -4.0381 -1.5478
C 3.0945 -3.3281 -2.2158
C 2.0135 -2.7751 -1.2398
O 3.4225 -2.3501 -2.9098
H 3.8095 -4.3311 -0.5938
H 5.0705 -3.4051 -1.3308
H 4.3355 -4.9271 -2.1238
H 2.5305 -3.9651 -2.8678
H 1.0535 -2.4701 -1.6758
H 2.4075 -1.8471 -0.6448
H 1.7705 -3.4041 -0.4398
H 2.7725 -2.2001 -3.5788
C 1.9745 0.7699 -2.3258
C 1.6985 1.6029 -3.4948
C 2.9515 2.4069 -3.9508
O 1.3295 0.9749 -4.5658
H 1.2855 0.1059 -2.2228
H 2.0675 1.3679 -1.4008
H 2.8555 0.2039 -2.4638
H 0.8655 2.2299 -3.2238
H 2.6775 2.9389 -4.8648
H 3.7345 1.7199 -4.2708
H 3.2145 2.9979 -3.1388
H 0.8385 1.6759 -5.0798
C -2.5125 0.4049 6.6142
C -1.2635 0.4059 5.8162
C -0.9245 -0.9511 5.1092
O -1.2855 1.3049 5.0142
H -3.4725 0.9569 6.1822
H -2.3055 0.7969 7.6042
H -2.8165 -0.6201 7.0162
H -0.4655 0.6549 6.4532
H 0.1245 -1.0131 4.8302
H -1.5285 -1.2321 4.1782
H -0.8685 -1.7791 5.7752
H -0.6645 1.9909 5.3232
C -4.5725 -0.1941 -0.5838
C -5.3345 0.3179 -1.8038
C -6.8415 0.6919 -1.6678
O -4.7635 1.2629 -2.3848
H -4.7085 0.4599 0.2352
H -3.4995 -0.1411 -0.5878
H -4.8305 -1.1931 -0.3308
H -5.2445 -0.5611 -2.3938
H -7.4135 0.7239 -2.6308
H -6.9635 1.5399 -1.0328
H -7.2125 -0.1661 -1.1368
H -3.9325 0.9739 -2.7448
C 0.0555 2.4829 0.5912
C -0.7485 1.8969 1.8122
C -2.1095 1.3789 1.5232
O -0.0875 1.0189 2.3692
H 1.0365 2.7899 0.6912
H -0.5105 3.4309 0.3892
H -0.0465 1.7829 -0.2488
H -0.9375 2.7029 2.5492
H -2.4705 0.7839 2.3002
H -1.9965 0.7309 0.6292
H -2.9045 2.1099 1.2752
H -0.4365 1.0339 3.2482
C -0.6305 -1.9241 0.5802
O 0.1985 -0.8791 0.0622
H -0.4475 -2.1151 1.6822
H -0.5405 -2.8481 0.0042
H -1.6925 -1.5891 0.4862
H 0.5135 -0.2901 0.8062


No. 4
45
Properties=species:S:1:pos:R:3 method="wB97M-V/def2-TZVPD" e_lumo_ev=-4.40 homo_ha=-0.46313 charge=+1 total_energy_ha=-2422.95158
Li 7.1133 22.7921 -2.8819
Zr 2.3407 19.8756 -2.6641
C -1.2967 22.5304 -4.2526
F -0.8970 22.3168 -5.4808
F -2.1851 23.4564 -4.1416
F -1.8094 21.4206 -3.8080
S 0.2643 22.8812 -3.2146
O 1.0788 21.6491 -3.2102
O 0.9877 23.9303 -3.9293
O -0.0366 23.3073 -1.8044
P 4.7522 20.7797 -2.8299
O 6.1212 21.2883 -3.1333
O 3.4996 21.6098 -2.4821
O 4.2980 19.7300 -1.8658
O 4.0134 20.1256 -3.9198
O 3.4477 24.1745 -2.5189
H 2.5937 24.2470 -2.9451
H 3.6444 23.2378 -2.5333
O 7.3451 18.8996 -3.7971
H 6.8207 19.6934 -3.6922
H 7.9223 18.8905 -3.0336
O 1.5388 20.8391 -0.7103
H 2.0030 21.3222 -0.0265
H 0.7469 20.5161 -0.2804
O 5.3100 18.2843 -5.4144
H 4.7588 19.0590 -5.3045
H 6.1166 18.4949 -4.9440
O 2.2590 18.2679 -0.9264
H 2.4735 18.3572 0.0022
H 2.0306 17.3444 -1.0322
O 1.7090 19.6668 -4.9637
H 1.0395 19.2635 -5.5163
H 2.2462 20.1761 -5.5706
O 5.6157 22.4349 -5.5639
H 5.6832 21.7463 -4.9024
H 4.6962 22.4231 -5.8297
O 6.2423 18.5381 -0.7598
H 5.6351 19.0617 -1.2827
H 6.6538 19.1679 -0.1679
O 3.0058 17.7802 -3.3844
H 2.8152 16.9080 -3.0390
H 3.8308 17.6755 -3.8585
O 3.7499 22.1718 0.6090
H 4.0266 22.0578 -0.3002
H 3.8153 23.1142 0.7635


No. 5
61
Properties=species:S:1:pos:R:3 method="wB97M-V/def2-TZVPD" e_lumo_ev=-2.25 smiles="C[C@@H](I)[C@@H](I)C1=C([PH2]=S)C(=O)C=C([PH2]=O)C1=O.COC[C@@H](C)N.COC[C@@H](C)N" homo_ha=-0.32154 charge=0 total_energy_ha=-2828.86394
C 2.3409 3.1975 0.9716
C 1.2402 2.1359 0.7745
I 0.0022 2.0634 2.5216
C 0.4199 2.4327 -0.4836
I 1.5638 1.9706 -2.2355
C -0.9610 1.8737 -0.5857
C -1.3961 0.6116 -0.4493
P -0.4017 -0.8771 -0.1266
S 0.5047 -1.6911 -1.6387
C -2.8494 0.3151 -0.5769
O -3.2524 -0.7651 -0.9399
C -3.7708 1.4245 -0.2339
C -3.3619 2.6825 -0.4129
P -4.4783 4.0616 -0.0880
O -4.8973 4.8609 -1.2504
C -1.9899 2.9272 -0.9162
O -1.7017 3.9155 -1.5321
H 2.4441 3.8078 0.0775
H 3.3000 2.7075 1.1281
H 2.1578 3.8243 1.8362
H 1.7360 1.1757 0.6627
H 0.3212 3.5108 -0.5572
H 0.4067 -0.5706 0.9728
H -1.3684 -1.7176 0.4294
H -4.7620 1.1647 0.1145
H -5.5290 3.3887 0.5628
H -3.8512 4.7776 0.9457
C 1.0717 -2.0769 -6.5033
O 0.2897 -1.4966 -5.4803
C -1.0258 -1.1295 -5.8365
C -2.0481 -2.2695 -5.7491
C -1.9641 -3.2641 -6.9020
N -1.9695 -2.9966 -4.4805
H 0.8448 -1.6342 -7.4785
H 0.9334 -3.1598 -6.5605
H 2.1168 -1.8811 -6.2646
H -1.3157 -0.3633 -5.1122
H -1.0339 -0.6610 -6.8306
H -3.0351 -1.7981 -5.7934
H -1.1091 -3.9318 -6.7939
H -2.8581 -3.8861 -6.9233
H -1.8811 -2.7527 -7.8633
H -2.1397 -2.3601 -3.7068
H -1.0078 -3.2975 -4.3486
C 3.3356 -0.6147 4.1649
O 2.1400 -0.1392 4.7520
C 1.5155 -1.0207 5.6640
C 2.0749 -0.9698 7.0913
C 3.4160 -1.6769 7.2540
N 2.1902 0.3969 7.6042
H 3.2969 -1.6956 4.0010
H 4.2129 -0.3742 4.7700
H 3.4439 -0.1184 3.1999
H 0.4686 -0.7063 5.6978
H 1.5359 -2.0462 5.2710
H 1.3493 -1.4933 7.7214
H 4.2342 -1.0865 6.8414
H 3.6304 -1.8300 8.3107
H 3.4135 -2.6513 6.7619
H 1.2753 0.8373 7.6137
H 2.7323 0.9393 6.9375


No. 6
12
Properties=species:S:1:pos:R:3 method="wB97M-V/def2-TZVPD" e_above_lowest_kcal_mol=50.0 e_lumo_ev=-0.21 smiles="CC(=O)n1cnnn1" homo_ha=-0.40497 charge=0 total_energy_ha=-410.92366
C 0.1633 -1.7573 -0.9136
C 0.0113 -0.2061 -0.8339
O -0.0145 0.3263 -1.9223
N -0.1550 0.4624 0.3544
C 0.0680 1.8256 0.4672
N -0.1796 2.1563 1.7156
N -0.4670 0.9758 2.3927
N -0.3999 0.0152 1.5940
H -0.5739 -2.2096 -0.1913
H 1.1216 -1.9795 -0.4399
H -0.0715 -2.0527 -1.9172
H 0.4973 2.4438 -0.3056